Record 1
{
  "formula": "C32H48O22",
  "method": "ωB97M-V/def2-TZVPD",
  "e_homo_ev": -10.498,
  "max_force_ha_per_bohr": 0.094,
  "orbital_gap_ev": 10.80,
  "spin_multiplicity": 1,
  "total_energy_ev": -79008.68604,
  "relative_energy_kcal_mol": 8.9,
  "elements": ["C", "C", "C", "O", "C", "O", "O", "H", "H", "H", "H", "H", "H", "C", "C", "C", "O", "C", "O", "O", "H", "H", "H", "H", "H", "H", "C", "C", "C", "O", "C", "O", "O", "H", "H", "H", "H", "H", "H", "C", "C", "C", "O", "C", "O", "O", "H", "H", "H", "H", "H", "H", "C", "C", "C", "O", "C", "O", "O", "H", "H", "H", "H", "H", "H", "C", "C", "C", "O", "C", "O", "O", "H", "H", "H", "H", "H", "H", "O", "C", "C", "C", "C", "O", "H", "H", "H", "H", "H", "H", "O", "C", "C", "C", "C", "O", "H", "H", "H", "H", "H", "H"],
  "positions_angstrom": [[11.57771, 8.46848, 12.03734], [10.37512, 9.41242, 11.94408], [8.96645, 8.84858, 11.99087], [8.44802, 9.27987, 13.25448], [9.30006, 10.09764, 13.86709], [9.04658, 10.71336, 14.86572], [10.34547, 10.32170, 13.14749], [11.48063, 7.90025, 12.90065], [12.50958, 9.00672, 12.20281], [11.72158, 7.84856, 11.15137], [10.40637, 10.06813, 11.02063], [8.91523, 7.74846, 11.93907], [8.34051, 9.34156, 11.23930], [13.39892, 17.39697, 15.91720], [12.18351, 17.81606, 15.08638], [11.01714, 16.83171, 15.09248], [9.86712, 17.78602, 14.83698], [10.28441, 18.98224, 15.37914], [9.52360, 19.85589, 15.48907], [11.58334, 19.02326, 15.61334], [13.19150, 17.32012, 16.99483], [14.15213, 18.16639, 15.83915], [13.76472, 16.44435, 15.61646], [12.51418, 18.02322, 14.08272], [10.91679, 16.26898, 16.03659], [11.02452, 16.06072, 14.30647], [17.23907, 16.98011, 13.02941], [15.85163, 16.53027, 12.57211], [15.57639, 17.06266, 11.11832], [16.05754, 16.05409, 10.29154], [16.16808, 14.89898, 10.92278], [16.29626, 13.83680, 10.47026], [15.87310, 15.14027, 12.27690], [18.05420, 16.84262, 12.28847], [17.54866, 16.45500, 13.93076], [17.25582, 18.05573, 13.23680], [15.06821, 16.90084, 13.22227], [16.05542, 17.98550, 10.86080], [14.48873, 17.07764, 11.06743], [9.31456, 17.72496, 9.69344], [9.97570, 17.20328, 8.45988], [10.69303, 18.22044, 7.55982], [12.02462, 17.77291, 7.44438], [12.16907, 16.75649, 8.29210], [13.28926, 16.29551, 8.52423], [11.05070, 16.42344, 8.87951], [9.11828, 17.01076, 10.50186], [8.35127, 18.14218, 9.45043], [9.95261, 18.48558, 10.16541], [9.30730, 16.57302, 7.90268], [10.62400, 19.18714, 8.05290], [10.15633, 18.34435, 6.63839], [9.11069, 14.55632, 13.17862], [7.92808, 13.66050, 12.92019], [6.96140, 14.23928, 11.87810], [7.12669, 13.44180, 10.70570], [7.87307, 12.36593, 10.97922], [8.06206, 11.46425, 10.22122], [8.33315, 12.44374, 12.22807], [9.65070, 14.78150, 12.22898], [9.78748, 13.88937, 13.75102], [8.93229, 15.46515, 13.71548], [7.49321, 13.29014, 13.81929], [7.28722, 15.27439, 11.56460], [5.88713, 14.14772, 12.12801], [13.46497, 8.77007, 17.04567], [13.65180, 9.37478, 15.65665], [15.17027, 9.79560, 15.38481], [15.49506, 9.13392, 14.21314], [14.53480, 8.28847, 13.82151], [14.61644, 7.57009, 12.85983], [13.48201, 8.36870, 14.62044], [13.73940, 9.46234, 17.85566], [14.12399, 7.86407, 17.19828], [12.43972, 8.45648, 17.24398], [12.96846, 10.23086, 15.52788], [15.76965, 9.34429, 16.16914], [15.36345, 10.89716, 15.12093], [12.46299, 16.10298, 12.05597], [12.55752, 14.89274, 11.94873], [12.74575, 14.07756, 10.77766], [13.29082, 12.77390, 11.33184], [12.67008, 12.74934, 12.71186], [12.55610, 14.14846, 13.05795], [11.80017, 13.97956, 10.19314], [13.43312, 14.58127, 10.09339], [13.01780, 11.90184, 10.73530], [14.38306, 12.80199, 11.42350], [11.63643, 12.27893, 12.74019], [13.33838, 12.26316, 13.41062], [13.94929, 12.68087, 18.12286], [12.84085, 12.57065, 17.66747], [11.70879, 11.89342, 18.36402], [10.72424, 11.55108, 17.27300], [11.03316, 12.72257, 16.34965], [12.39292, 13.11416, 16.54367], [12.08238, 11.10686, 18.99675], [11.24842, 12.65105, 18.99323], [11.01666, 10.62904, 16.78017], [9.70411, 11.65832, 17.51381], [10.91615, 12.56915, 15.25724], [10.42953, 13.60727, 16.57233]],
  "lowdin_charge": [-0.004, -0.222, -0.078, 0.079, -0.646, 0.128, 0.068, 0.062, 0.071, 0.104, 0.161, 0.144, 0.115, -0.010, -0.295, -0.046, 0.034, -0.623, 0.182, 0.104, 0.095, 0.079, 0.073, 0.138, 0.133, 0.093, -0.033, -0.293, -0.098, 0.082, -0.564, 0.194, 0.046, 0.099, 0.080, 0.084, 0.134, 0.133, 0.109, -0.011, -0.320, -0.084, 0.110, -0.546, 0.119, 0.099, 0.079, 0.086, 0.103, 0.150, 0.131, 0.129, -0.005, -0.261, -0.071, 0.067, -0.573, 0.152, 0.074, 0.107, 0.081, 0.079, 0.148, 0.141, 0.143, -0.032, -0.252, -0.084, 0.059, -0.594, 0.145, 0.072, 0.085, 0.111, 0.080, 0.135, 0.126, 0.164, 0.088, -0.520, -0.075, -0.119, -0.131, 0.019, 0.154, 0.115, 0.123, 0.108, 0.127, 0.119, 0.111, -0.529, -0.084, -0.133, -0.164, 0.033, 0.119, 0.139, 0.099, 0.108, 0.107, 0.126]
}



Record 2
{
  "formula": "C53H67BrF10IN2O40P2S",
  "method": "ωB97M-V/def2-TZVPD",
  "e_homo_ev": -10.418,
  "max_force_ha_per_bohr": 0.272,
  "charge": 1,
  "orbital_gap_ev": 3.97,
  "spin_multiplicity": 1,
  "total_energy_ev": -275618.52374,
  "elements": ["C", "C", "C", "C", "F", "F", "F", "C", "I", "S", "O", "O", "C", "F", "F", "C", "F", "F", "C", "F", "F", "F", "O", "C", "Br", "C", "C", "N", "C", "C", "C", "O", "C", "C", "C", "C", "C", "C", "P", "O", "O", "O", "N", "C", "C", "C", "P", "O", "O", "O", "H", "H", "H", "H", "H", "H", "H", "H", "H", "H", "H", "H", "H", "H", "H", "H", "H", "H", "H", "H", "H", "H", "H", "H", "H", "H", "H", "C", "C", "O", "C", "O", "O", "H", "H", "H", "H", "C", "C", "O", "C", "O", "O", "H", "H", "H", "H", "C", "C", "O", "C", "O", "O", "H", "H", "H", "H", "C", "C", "O", "C", "O", "O", "H", "H", "H", "H", "C", "C", "O", "C", "O", "O", "H", "H", "H", "H", "C", "C", "O", "C", "O", "O", "H", "H", "H", "H", "C", "C", "O", "C", "O", "O", "H", "H", "H", "H", "C", "C", "O", "C", "O", "O", "H", "H", "H", "H", "C", "C", "O", "C", "O", "O", "H", "H", "H", "H", "C", "C", "O", "C", "O", "O", "H", "H", "H", "H"],
  "positions_angstrom": [[0.42927, 0.99628, -1.58516], [0.39040, -0.40070, -1.12983], [0.19969, -1.05523, 0.37029], [-1.28673, -1.66831, 0.00468], [-2.03861, -0.84315, -1.04941], [-1.40091, -2.85238, -0.85660], [-2.29425, -1.85088, 1.02969], [0.01372, 0.19437, 1.44530], [-1.95287, 1.33231, 1.12924], [1.08299, 1.59507, 1.80389], [1.97970, 1.50942, 3.12197], [0.14110, 2.72081, 2.46085], [2.04771, 2.69457, 0.71101], [3.01369, 2.11978, -0.23915], [3.01586, 3.46478, 1.60983], [1.24678, 4.01974, 0.07241], [-0.14027, 3.79763, -0.31457], [1.22024, 5.14192, 1.08780], [2.02774, 4.67598, -1.23166], [1.42744, 6.05663, -1.37855], [3.47669, 4.90360, -1.02327], [1.69853, 3.98697, -2.52471], [-0.36755, -0.45363, 2.68908], [0.31655, -1.56753, 3.22435], [-1.41736, -2.33241, 4.05864], [0.98994, -0.98573, 4.58109], [0.66755, -1.59664, 6.04337], [0.86724, -3.01248, 6.37972], [1.13262, -2.62271, 2.22550], [2.48380, -3.01632, 3.02973], [3.43410, -4.28072, 2.88926], [3.86579, -5.07834, 1.92895], [4.29660, -4.72908, 4.27537], [5.33383, -3.73291, 5.05547], [6.06563, -4.31163, 6.42263], [5.75812, -5.84834, 7.00640], [4.74384, -6.87282, 6.21667], [4.02423, -6.27499, 4.84252], [0.20864, -4.30942, 2.41538], [0.25731, -4.92827, 3.90538], [-1.33672, -4.46346, 1.64324], [0.98715, -5.74924, 1.69911], [1.30601, -2.07457, 0.77236], [1.43338, -3.26325, -0.12210], [1.85933, -3.30285, -1.65409], [3.20803, -4.26356, -1.94180], [2.97016, -1.37379, 0.50140], [4.15940, -2.48147, 0.49406], [3.46070, -0.72240, -0.96037], [3.62227, -0.29007, 1.65100], [1.36680, 1.48864, -2.08251], [-0.56258, 1.61940, -1.57762], [0.28733, -1.12110, -2.08208], [2.15666, -0.75802, 4.54078], [0.56718, 0.12811, 4.76168], [-0.37518, -1.25265, 6.52143], [1.44121, -1.01026, 6.75363], [1.81935, -3.40236, 6.28701], [0.09943, -3.67220, 6.17647], [2.08377, -3.25581, 4.13775], [3.22910, -2.11661, 3.27823], [5.54160, -2.65790, 4.64355], [6.79637, -3.57345, 6.99590], [6.27801, -6.20731, 7.99495], [4.52434, -7.96862, 6.63535], [3.27760, -7.03047, 4.30175], [-1.28996, -4.86838, 0.72888], [0.59224, -5.95990, 0.81008], [2.22724, -3.99438, 0.39271], [0.50903, -4.02029, -0.15610], [1.05696, -3.85634, -2.35780], [2.06004, -2.32949, -2.25176], [4.20113, -3.62528, -1.95371], [3.10748, -4.80466, -2.98027], [3.34267, -5.09155, -1.12592], [2.99783, -0.04237, -1.45874], [4.39337, -0.63518, 2.18617], [-4.87451, -3.24887, -1.35515], [-5.15590, -2.43903, -2.57906], [-5.19913, -3.40906, -3.60829], [-5.50419, -4.60132, -3.01744], [-5.78763, -5.61929, -3.62662], [-5.45166, -4.50541, -1.65674], [-5.32843, -2.81909, -0.45799], [-3.80200, -3.38513, -1.18123], [-6.12494, -1.93117, -2.53071], [-4.37597, -1.69849, -2.77644], [-2.28929, 6.79309, 0.71263], [-2.15164, 5.89383, -0.47286], [-3.47842, 5.46349, -0.71068], [-4.30444, 6.40613, -0.16958], [-5.51195, 6.44202, -0.33782], [-3.60298, 7.30334, 0.58304], [-1.55608, 7.60427, 0.70734], [-2.21287, 6.25020, 1.66053], [-1.78730, 6.42355, -1.35941], [-1.49684, 5.04090, -0.27436], [-3.71110, 10.41172, 3.11080], [-2.83181, 9.90620, 2.01339], [-2.04103, 11.03267, 1.68498], [-2.02650, 11.84160, 2.78456], [-1.30474, 12.81641, 2.91296], [-2.92386, 11.41685, 3.72147], [-3.96912, 9.63044, 3.83099], [-4.63293, 10.86584, 2.73255], [-2.17340, 9.09625, 2.34470], [-3.40335, 9.56698, 1.14510], [-7.17193, -6.76467, -6.12325], [-8.60325, -7.17880, -6.23638], [-8.68633, -7.70815, -7.54596], [-7.42600, -8.09779, -7.89725], [-7.15917, -8.75045, -8.89251], [-6.50402, -7.66281, -6.98939], [-6.79155, -6.85570, -5.10214], [-7.00328, -5.74190, -6.47621], [-8.86938, -7.96334, -5.52017], [-9.29081, -6.33745, -6.11370], [-4.25028, -10.00467, -8.41911], [-3.37236, -8.87034, -8.00012], [-2.25971, -9.51916, -7.41433], [-2.20838, -10.77588, -7.94505], [-1.27917, -11.55092, -7.79152], [-3.33153, -11.05143, -8.67036], [-4.82941, -9.77327, -9.31728], [-4.93542, -10.31880, -7.62476], [-3.02634, -8.27325, -8.85045], [-3.86116, -8.21057, -7.27801], [-5.89837, -1.85600, -7.88505], [-4.61125, -2.49383, -7.47337], [-4.32860, -1.88265, -6.22891], [-5.51817, -1.44368, -5.72304], [-5.67019, -1.02022, -4.58935], [-6.51493, -1.54139, -6.65062], [-6.52807, -2.53008, -8.47220], [-5.74472, -0.93031, -8.44947], [-4.70933, -3.57410, -7.32275], [-3.80629, -2.30644, -8.18932], [-6.53364, 12.61980, 6.18859], [-7.96497, 12.20567, 6.07545], [-8.04805, 11.67632, 4.76587], [-6.78772, 11.28668, 4.41458], [-6.52088, 10.63402, 3.41933], [-5.86574, 11.72166, 5.32245], [-6.15327, 12.52877, 7.20970], [-6.36500, 13.64257, 5.83563], [-8.23110, 11.42113, 6.79167], [-8.65253, 13.04702, 6.19814], [3.31627, 6.96043, -4.36613], [2.00204, 6.69021, -5.02397], [2.16744, 7.23733, -6.31835], [3.50880, 7.26039, -6.57108], [4.00054, 7.51241, -7.65844], [4.22747, 6.96379, -5.44902], [3.58325, 6.19030, -3.63724], [3.34548, 7.93949, -3.87656], [1.79325, 5.61917, -5.11668], [1.16936, 7.17086, -4.50313], [6.18817, 2.84948, -0.91557], [7.06610, 3.98381, -0.49659], [8.17875, 3.33499, 0.08921], [8.23007, 2.07827, -0.44151], [9.15928, 1.30323, -0.28799], [7.10692, 1.80272, -1.16682], [5.60905, 3.08088, -1.81374], [5.50303, 2.53535, -0.12123], [7.41211, 4.58090, -1.34692], [6.57730, 4.64358, 0.22552], [11.20575, -3.77595, 7.49650], [10.60887, -2.46559, 7.09689], [9.23263, -2.63553, 7.37834], [9.13935, -3.61154, 8.32827], [8.11463, -3.89536, 8.92582], [10.34203, -4.22735, 8.52274], [12.22857, -3.67141, 7.86872], [11.19670, -4.50595, 6.68035], [10.99191, -1.63194, 7.69489], [10.76366, -2.24364, 6.03744]],
  "lowdin_charge": [0.044, -0.096, -0.181, -0.237, -0.081, 0.021, -0.002, -0.638, 1.286, 0.846, -0.310, -0.441, -0.243, -0.009, 0.013, -0.113, -0.033, 0.045, -0.119, 0.031, 0.063, 0.030, -0.337, -0.542, 0.955, -0.197, -0.350, -0.031, -0.253, -0.124, -0.248, -0.007, -0.081, -0.029, -0.023, -0.036, -0.048, -0.001, 0.767, -0.339, -0.219, -0.189, -0.148, -0.234, -0.216, -0.089, 0.817, -0.266, -0.098, -0.175, 0.094, 0.089, 0.172, 0.129, 0.153, 0.128, 0.146, 0.077, 0.054, 0.130, 0.138, 0.078, 0.073, 0.091, 0.102, 0.106, 0.088, 0.076, 0.131, 0.132, 0.141, 0.092, 0.094, 0.095, 0.093, 0.053, 0.129, -0.132, -0.162, 0.058, -0.486, 0.125, 0.074, 0.143, 0.109, 0.140, 0.128, -0.142, -0.140, 0.062, -0.504, 0.150, 0.044, 0.133, 0.143, 0.142, 0.097, -0.143, -0.145, 0.065, -0.514, 0.130, 0.067, 0.143, 0.113, 0.121, 0.129, -0.142, -0.131, 0.070, -0.506, 0.131, 0.047, 0.110, 0.132, 0.140, 0.140, -0.148, -0.143, 0.056, -0.517, 0.129, 0.068, 0.129, 0.136, 0.136, 0.123, -0.133, -0.133, 0.062, -0.492, 0.106, 0.076, 0.141, 0.140, 0.135, 0.140, -0.133, -0.138, 0.072, -0.494, 0.115, 0.063, 0.140, 0.141, 0.137, 0.140, -0.147, -0.151, 0.069, -0.510, 0.147, 0.066, 0.116, 0.142, 0.129, 0.137, -0.160, -0.138, 0.072, -0.511, 0.144, 0.062, 0.130, 0.115, 0.142, 0.138, -0.136, -0.137, 0.046, -0.517, 0.115, 0.071, 0.141, 0.139, 0.139, 0.139]
}



Record 3
{
  "formula": "C2H7OS",
  "method": "ωB97M-V/def2-TZVPD",
  "e_homo_ev": -3.044,
  "max_force_ha_per_bohr": 0.054,
  "charge": -1,
  "orbital_gap_ev": 7.37,
  "spin_multiplicity": 1,
  "total_energy_ev": -15070.62588,
  "relative_energy_kcal_mol": 18.0,
  "elements": ["O", "H", "C", "C", "S", "H", "H", "H", "H", "H", "H"],
  "positions_angstrom": [[1.98075, 2.23305, 0.54676], [1.32315, 2.54063, 1.19816], [-0.88971, -0.54369, -1.02034], [-0.58955, -0.89096, 0.44813], [1.26876, -0.76133, 0.70673], [-1.98209, -0.43269, -1.28093], [-0.25209, 0.33626, -1.30046], [-0.59905, -1.34212, -1.74061], [-0.78560, -1.92630, 0.79775], [-1.13784, -0.27494, 1.22463], [1.66327, 1.06209, 0.42017]],
  "nbo_charge": [-1.092, 0.434, -0.636, -0.516, -0.582, 0.171, 0.229, 0.196, 0.191, 0.178, 0.427]
}